# 1
ORCA calculation (the ωB97M-V functional and the def2-TZVPD basis) on C6H18FeO10P as an isolated structure at a distorted geometry.

Calculated values
electronic energy: -2596.99152 Eh
⟨S²⟩: 6.0086
total charge: -1
spin multiplicity: 5

XYZ file:
```
36
Properties=species:S:1:pos:R:3:forces:R:3:mulliken_charge:R:1
Fe -0.751392 0.835195 -0.166444 -1.599 0.341 -0.752 1.015
P -2.733242 -0.672079 -0.956839 -3.086 -1.461 -1.630 0.766
O 1.330533 0.735838 0.205679 0.574 -0.237 -0.713 -0.360
O -2.626904 0.910232 -0.734217 0.908 0.397 0.557 -0.712
O -3.713467 -1.346472 -0.016539 1.033 0.617 1.289 -0.874
O 0.700969 -2.431608 -1.703739 -0.447 0.443 0.274 -0.524
O 0.106344 1.433663 -2.123123 1.636 0.754 -0.238 -0.509
O -1.086730 0.418338 1.897053 -0.129 -0.043 1.151 -0.436
O -0.122099 -2.757469 1.023914 0.371 -1.035 0.558 -0.624
O -1.194161 -1.028963 -0.638044 0.611 -0.724 0.326 -0.531
O -0.543543 2.889073 0.702354 0.200 -0.219 0.612 -0.430
O -3.132100 -1.028266 -2.373745 1.172 0.689 -0.168 -0.905
C 1.172218 -3.456384 -0.906951 1.192 -0.470 0.629 -0.339
C -1.467167 1.604389 2.568658 -0.065 0.502 -0.105 -0.529
C 1.500453 1.043743 -2.228471 -1.028 -1.159 0.129 -0.552
C 2.142114 1.215274 -0.875643 0.727 1.552 0.564 -0.433
C 1.203140 -3.052880 0.548002 -1.752 1.718 0.579 -0.352
C -0.477478 2.674477 2.119387 -0.729 -0.074 0.324 -0.484
H -0.731778 3.580999 2.675535 0.337 0.067 -0.104 0.533
H 2.302968 2.300138 -0.731911 -0.370 -0.095 0.064 0.304
H -0.199446 1.589983 -3.021542 -0.642 -0.271 0.203 0.300
H 2.220406 -3.644669 -1.188021 -0.102 -0.324 -0.178 0.341
H -0.060871 -2.007070 -1.189595 -0.055 0.203 -1.328 0.417
H 1.685637 -2.066115 0.658456 0.902 -0.441 -0.234 -0.031
H 1.804960 0.830782 1.034993 -0.069 -0.108 0.052 0.193
H -0.557312 3.817779 0.466073 -0.099 0.031 0.043 0.272
H 0.509186 2.286836 2.395061 0.132 0.401 -0.076 0.123
H -1.689913 -0.310910 2.125747 0.025 -0.040 -0.626 0.284
H 1.609461 -3.784133 1.243086 0.257 -0.177 -0.175 0.355
H 2.045391 1.657798 -2.947806 -0.013 0.040 0.023 0.417
H -0.580099 -2.110485 0.436908 -0.260 0.119 -0.092 0.574
H -2.501123 1.902057 2.369480 0.053 -0.146 -0.466 0.380
H -1.399794 1.525895 3.661491 0.284 -0.214 -0.032 0.379
H 0.594593 -4.387537 -0.975261 -0.064 -0.004 -0.238 0.233
H 1.475077 -0.002396 -2.553130 0.356 0.006 0.121 0.351
H 3.165172 0.834947 -0.800854 -0.264 -0.635 -0.340 0.390
```
Positions in Å, forces in eV/Å.



# 2
ORCA calculation (the ωB97M-V functional and the def2-TZVPD basis) on a 2-piece molecular cluster, C6H18INSi2 overall at a distorted geometry.

Calculated values
electronic energy: -1170.67529 Eh
total charge: 0
spin multiplicity: 1

XYZ file:
```
28
Properties=species:S:1:pos:R:3:forces:R:3:mulliken_charge:R:1
I -3.436420 -0.509859 -0.307115 0.277 0.436 0.127 -0.119
Si -1.881119 1.432690 -0.506291 1.306 -2.046 0.893 0.325
Si -1.967610 2.887443 1.391968 3.359 1.493 -2.648 0.419
N 0.638404 -0.024853 0.283082 -2.901 0.552 -0.492 -0.482
C 0.572635 -0.823648 -2.167125 -2.030 -1.646 -0.176 -1.412
C -0.402569 -1.085421 2.172482 -0.819 -0.662 1.055 -1.317
C 0.160811 -1.311256 0.829281 0.529 0.568 -2.033 1.137
C 1.364051 -2.232417 0.776443 0.295 -1.795 1.810 -1.605
C 1.145128 -0.053962 -1.041618 2.912 -0.762 0.498 0.601
C 1.391667 1.370040 -1.454326 2.244 -0.450 -1.140 -1.262
H -1.002756 -0.182891 2.145541 -0.431 0.000 0.069 0.072
H -2.087678 1.681160 -1.971484 0.288 0.452 0.518 -0.072
H 0.450639 -1.878393 -1.916080 0.796 -0.335 0.049 0.332
H -0.507658 -0.691454 -2.383238 0.396 1.158 -0.316 0.178
H -0.634254 -1.747589 0.206739 -0.116 0.165 -0.056 0.080
H 2.134864 -1.504211 0.849011 1.464 -0.051 0.052 0.464
H -1.554627 4.217326 0.634018 -0.805 -1.004 0.876 -0.089
H 1.245829 -0.717753 -3.012864 -0.396 -0.069 -0.328 0.438
H 1.889900 1.545184 -2.448516 -0.069 -0.575 0.973 0.353
H -1.011472 -1.981818 2.326925 -0.378 0.334 0.539 0.400
H -0.916588 2.779890 2.429860 -0.305 -0.461 -0.080 -0.043
H -3.270439 2.699031 1.728561 -2.601 0.035 1.091 -0.125
H 0.244384 -0.999043 3.048057 0.540 0.019 -0.435 0.355
H 0.425029 1.692476 -1.631681 -2.148 1.460 -0.089 0.175
H 1.457033 -2.889089 1.701556 -0.327 0.781 -0.961 0.348
H 1.906631 1.918408 -0.680679 -0.085 0.314 0.169 0.333
H 1.510436 -2.929071 -0.067008 -0.316 0.730 0.058 0.297
H 2.135761 -0.660909 -0.935510 -0.682 1.361 -0.022 0.219
```
Positions in Å, forces in eV/Å.



# 3
ORCA calculation (the ωB97M-V functional and the def2-TZVPD basis) on a 4-piece molecular cluster, C6H18IO6 overall at a distorted geometry.

Calculated values
electronic energy: -988.60409 Eh
total charge: -1
spin multiplicity: 1

XYZ file:
```
31
Properties=species:S:1:pos:R:3:forces:R:3:mulliken_charge:R:1
I -0.226169 0.353753 0.489150 0.273 -0.124 -0.111 -0.634
O 5.254646 1.253289 -0.003270 0.091 -0.235 -0.421 -0.536
O 2.349006 0.823134 -2.067399 -1.796 -1.386 -1.060 -0.525
O -4.935489 1.848027 0.994854 0.069 0.104 0.057 -0.550
O 1.270493 -2.836909 -0.138146 -0.454 -0.059 0.156 -0.474
O -1.567706 -2.264479 -1.514247 0.075 0.005 -0.192 -0.548
O -2.368114 2.922869 0.358085 -0.885 -0.614 0.813 -0.512
C 4.250436 0.414543 -0.621691 -0.094 0.990 0.479 -0.100
C 0.243867 -3.664681 -0.606059 -0.153 -1.745 -2.040 -0.161
C -1.175862 -3.177716 -0.481313 -0.006 1.899 0.086 -0.632
C 3.304046 1.414156 -1.283539 0.353 0.584 -0.184 -0.363
C -3.841943 1.436724 1.818052 1.403 0.754 -1.218 0.104
C -2.767662 2.569410 1.691629 -0.849 0.281 0.791 -0.706
H -1.944425 -3.952071 -0.460901 0.374 -0.249 -0.018 0.347
H 5.473454 0.954266 0.875903 -0.098 -0.299 0.182 0.300
H 0.259374 -4.618992 -0.083626 0.406 -0.194 0.255 0.300
H 3.687361 -0.147787 0.126876 0.088 -0.110 -0.014 0.224
H 3.857753 2.074280 -1.979732 0.159 -0.174 0.600 0.239
H -1.177771 -2.621126 0.454068 -0.452 -0.101 0.475 0.332
H 0.417131 -3.897586 -1.701808 -0.127 0.103 0.887 0.211
H -1.825492 2.174966 0.043875 0.125 0.105 -0.025 0.214
H -4.487729 2.380841 0.298641 -0.487 -0.491 0.445 0.354
H -3.194556 3.494045 2.136267 0.199 -0.442 -0.293 0.335
H 0.892520 -1.956057 -0.213326 0.329 0.790 0.220 0.169
H -1.362628 -1.339235 -1.265942 0.043 -0.599 0.212 0.284
H 1.535779 0.588790 -1.561012 0.789 0.264 -0.121 0.195
H -4.080066 1.235482 2.890597 -0.287 0.452 -0.882 0.280
H -3.374704 0.527747 1.394416 -0.293 0.116 0.257 0.048
H -1.944126 2.257300 2.308656 0.778 0.008 0.101 0.320
H 4.694207 -0.280843 -1.345522 -0.054 0.215 0.083 0.198
H 2.784370 2.033858 -0.553536 0.483 0.155 0.482 0.289
```
Positions in Å, forces in eV/Å.



# 4
ORCA calculation (the ωB97M-V functional and the def2-TZVPD basis) on a 2-piece molecular cluster, C6H18N overall at a distorted geometry.

Calculated values
electronic energy: -293.81197 Eh
total charge: +1
spin multiplicity: 1

XYZ file:
```
25
Properties=species:S:1:pos:R:3:forces:R:3:mulliken_charge:R:1
N 0.733459 0.722742 -1.654742 -0.282 -1.484 0.239 -0.286
C 1.607604 -1.437454 1.494246 -1.076 4.307 1.134 -1.515
C -1.439111 1.709267 -1.268132 -0.326 2.919 1.984 -1.186
C 0.008167 2.034955 -1.282794 0.154 0.229 -1.946 -0.298
C 0.263533 -0.827669 0.982788 -1.735 -5.166 2.010 0.755
C -0.312718 -1.711562 -0.141723 -1.368 1.839 -0.651 -1.225
C -0.819886 -0.642660 2.086426 -0.749 -0.221 0.907 -1.485
H 0.240371 2.510010 -0.384782 1.367 -0.603 2.222 0.279
H 1.496773 -2.390854 1.833699 -0.492 -2.697 0.989 0.437
H -1.321989 -1.282961 -0.579301 2.012 -0.706 0.603 0.172
H -0.518089 -2.763463 0.073979 0.401 0.315 0.318 0.411
H -1.781959 1.750162 -2.216949 -1.315 -1.796 -3.421 0.486
H -0.378883 -0.305013 3.007025 0.522 0.663 0.349 0.407
H -1.475073 0.176228 1.736590 -0.067 -0.503 0.316 0.278
H 2.468295 -1.416740 0.839993 0.070 0.366 -0.367 0.334
H 1.393161 0.802414 -2.467993 -0.151 -0.065 1.469 0.368
H -1.478718 -1.480288 2.551051 1.196 0.769 -1.812 0.312
H -1.850540 1.011633 -0.526453 0.368 0.122 -0.579 0.245
H 0.320173 2.935059 -1.926536 -0.654 -1.963 -0.147 0.410
H 1.035267 0.184482 -0.765897 0.586 1.471 -1.697 0.155
H 0.043538 -0.043304 -1.964959 0.553 1.794 0.155 0.462
H -1.879087 2.711787 -1.124654 -0.192 -0.168 1.237 0.379
H 1.728730 -0.741542 2.392150 0.882 -1.213 -0.955 0.350
H 0.448380 0.127638 0.686168 0.473 2.904 -0.955 0.270
H 0.529907 -1.593704 -0.804803 -0.179 -1.111 -1.402 0.484
```
Positions in Å, forces in eV/Å.



# 5
ORCA calculation (the ωB97M-V functional and the def2-TZVPD basis) on C6H18N2NiO3 as an isolated structure at a distorted geometry.

Calculated values
electronic energy: -2082.30072 Eh
⟨S²⟩: 2.0049
total charge: +2
spin multiplicity: 3

XYZ file:
```
30
Properties=species:S:1:pos:R:3:forces:R:3:mulliken_charge:R:1
Ni -0.000800 -0.464300 0.212200 -0.038 0.116 0.286 0.808
O 2.101800 -0.072900 0.553700 -0.798 -0.088 -0.455 -0.300
O 0.014200 1.554600 0.380200 0.002 -0.581 -0.177 -0.242
O -2.105600 -0.055000 0.618500 0.873 -0.231 -0.317 -0.272
N -0.232300 -2.091500 -1.037700 -0.079 0.652 -1.029 -0.268
N 0.177100 -2.525400 0.253600 0.071 -0.222 1.135 -0.208
C 2.332000 1.284800 0.148300 -0.172 0.626 -0.291 -0.491
C -2.609300 -0.377600 1.917200 -0.327 -0.187 0.584 -0.759
C 1.243100 2.206000 0.702400 0.792 -0.077 0.145 -0.473
C -1.195200 2.205100 0.763100 -0.855 -0.035 0.125 -0.452
C -2.311100 1.307300 0.222900 0.242 0.651 -0.304 -0.517
C 2.633600 -0.405200 1.837900 0.352 -0.209 0.541 -0.746
H 3.699000 -0.168500 1.868900 -0.082 -0.034 -0.078 0.324
H 2.128700 0.128200 2.645700 -0.059 0.017 -0.052 0.332
H 2.508700 -1.478300 1.973300 0.005 0.072 0.024 0.250
H -1.168200 -2.413400 -1.301600 0.328 0.020 0.159 0.284
H 1.106100 -2.956200 0.256700 -0.338 0.083 -0.130 0.303
H 3.318600 1.629600 0.466900 -0.052 -0.145 -0.038 0.450
H -2.276000 1.292300 -0.872000 -0.090 0.104 0.185 0.287
H -2.014300 0.069600 2.718900 0.026 -0.002 -0.108 0.319
H -2.592700 -1.463400 2.007100 -0.009 0.093 0.030 0.263
H -1.247200 2.299900 1.856100 0.136 -0.020 -0.165 0.343
H -0.490800 -3.154300 0.711100 0.238 0.117 -0.345 0.273
H -3.641800 -0.031100 2.010200 0.108 -0.073 -0.081 0.337
H 1.331500 2.324100 1.790500 -0.138 -0.023 -0.152 0.338
H 0.433800 -2.317700 -1.783900 -0.241 -0.101 0.342 0.287
H -1.241800 3.205200 0.318000 -0.032 -0.184 0.014 0.394
H -3.287000 1.672700 0.552900 0.062 -0.160 -0.044 0.446
H 1.284300 3.198100 0.236600 0.005 -0.233 0.007 0.396
H 2.288500 1.272700 -0.946200 0.072 0.056 0.189 0.294
```
Positions in Å, forces in eV/Å.



# 6
ORCA calculation (the ωB97M-V functional and the def2-TZVPD basis) on a 2-piece molecular cluster, C6H18N2O overall at a distorted geometry.

Calculated values
electronic energy: -424.09794 Eh
SMILES string: CC(C)NC[C@H](C)N.O
total charge: 0
spin multiplicity: 1

XYZ file:
```
27
Properties=species:S:1:pos:R:3:forces:R:3:mulliken_charge:R:1
O 2.410487 2.578520 0.140978 0.526 0.043 0.621 -0.690
N 0.836944 -2.314762 -0.596495 -0.160 0.886 0.599 -0.730
N -0.255788 0.325800 0.902102 -0.676 0.162 -0.615 -0.125
C 1.281877 -0.888175 -0.667464 -1.822 -0.451 -1.183 0.456
C -1.709023 0.309578 1.207224 1.306 0.549 2.349 0.430
C 1.831804 -0.675510 -2.075255 0.524 -0.637 -1.244 -1.439
C 0.141964 0.180188 -0.483627 2.182 -0.379 -0.558 -1.080
C -2.444812 1.283729 0.286168 -0.213 -0.965 -0.398 -1.314
C -2.270725 -1.096221 1.522740 -0.696 0.126 -1.466 -1.118
H 0.652251 1.042045 -0.958894 -0.323 0.529 0.966 0.127
H -2.297569 1.190236 -0.794062 0.981 -0.111 0.111 0.337
H -3.083433 -1.200852 0.810494 -0.353 -0.734 -0.029 0.285
H 0.540763 -2.429083 0.371055 -0.036 -0.469 -0.096 0.272
H -3.497376 1.022343 0.243329 -0.514 0.690 0.999 0.435
H 1.971126 -0.831307 0.168748 0.575 0.615 -0.226 0.514
H 1.248157 -1.240627 -2.836953 -0.074 0.156 0.740 0.326
H 1.801737 1.839337 0.121625 -0.254 0.010 -0.015 0.409
H -2.693300 -1.229415 2.518450 0.129 0.360 0.012 0.306
H 2.826472 -1.089694 -2.217127 0.225 -0.026 0.284 0.378
H 1.863685 0.331773 -2.508561 -0.033 0.102 0.724 0.356
H -1.757145 0.762321 2.240189 0.053 0.165 -1.060 0.164
H -1.567961 -1.912758 1.357304 0.119 0.131 -0.119 0.222
H 0.198916 -0.381852 1.461733 0.079 0.039 0.010 0.284
H -2.152270 2.284537 0.607668 -0.659 0.030 -0.219 0.300
H -0.602884 0.076833 -1.264697 -0.765 -0.875 0.333 0.285
H -0.013052 -2.416823 -1.145799 0.063 -0.040 -0.093 0.301
H 2.304263 3.064198 -0.670695 -0.183 0.094 -0.427 0.307
```
Positions in Å, forces in eV/Å.